DFT (wB97M-V/def2-TZVPD) results for a 5-piece molecular cluster, C24H56FN5O14PS5 overall at a distorted geometry.

Output
Net charge ... +1
LUMO energy ... -3.990 eV
Energy ... -128082.5688 eV
HOMO level ... -0.4372 Eh

```
106
C24H56FN5O14PS5 | OMol25 | wB97M-V/def2-TZVPD
C 1.128 5.571 -3.067
C 0.885 4.959 -1.920
N 1.261 3.543 -1.747
C 2.437 3.306 -0.914
C 3.643 4.065 -1.532
O 4.060 3.800 -2.576
F 4.206 5.085 -0.858
C 0.589 2.565 -2.303
N 0.930 1.233 -2.184
C 2.192 0.787 -2.801
N 1.939 0.007 -4.015
C 0.431 0.476 -1.020
C 0.316 1.211 0.350
O -0.600 0.445 1.151
C -1.771 1.202 1.468
C -1.489 2.146 2.679
N -0.570 2.998 -3.047
C -0.856 2.116 -4.209
C 0.004 2.477 -5.453
N 0.563 1.598 -6.152
P -1.983 3.158 -2.016
S -2.875 4.833 -2.468
H 1.338 6.649 -3.122
H 1.132 5.029 -4.028
H 0.369 5.438 -1.077
H 2.245 3.796 0.071
H 2.650 2.251 -0.694
H 2.806 0.170 -2.108
H 2.842 1.648 -3.080
H 2.498 0.419 -4.756
H 2.236 -0.957 -3.877
H 1.065 -0.422 -0.888
H -0.589 0.083 -1.257
H -0.094 2.238 0.307
H 1.287 1.147 0.888
H -2.197 1.742 0.596
H -2.565 0.501 1.804
H -2.211 3.005 2.626
H -1.581 1.638 3.654
H -0.473 2.589 2.581
H -0.850 1.029 -3.997
H -1.902 2.353 -4.526
H 0.045 3.561 -5.706
H 1.030 2.083 -6.926
H -2.833 2.031 -2.157
H -1.485 3.316 -0.702
O 4.064 -2.510 -4.160
S 5.319 -3.149 -3.877
O 5.935 -3.036 -2.592
O 6.375 -2.729 -5.003
C 6.620 -1.331 -5.222
C 7.460 -0.717 -4.118
C 5.206 -4.856 -4.300
H 5.675 -0.796 -5.345
H 7.157 -1.256 -6.167
H 6.924 -0.713 -3.168
H 7.719 0.315 -4.362
H 8.377 -1.289 -3.969
H 4.767 -4.949 -5.290
H 4.570 -5.335 -3.557
H 6.203 -5.290 -4.271
O 3.602 -3.008 1.643
S 2.928 -3.765 2.658
O 2.235 -4.976 2.346
O 1.940 -2.787 3.454
C 0.962 -2.060 2.697
C -0.179 -2.948 2.237
C 4.047 -4.084 3.984
H 1.437 -1.554 1.851
H 0.570 -1.285 3.355
H 0.165 -3.694 1.521
H -0.958 -2.354 1.756
H -0.611 -3.484 3.078
H 4.555 -3.160 4.249
H 4.765 -4.823 3.634
H 3.486 -4.480 4.828
O -4.395 3.869 2.351
S -4.917 5.182 2.612
O -4.340 6.025 3.613
O -6.490 5.072 2.860
C -6.958 4.189 3.894
C -6.717 4.753 5.281
C -4.992 6.084 1.097
H -6.504 3.201 3.784
H -8.030 4.069 3.736
H -5.651 4.823 5.500
H -7.174 4.116 6.039
H -7.130 5.759 5.364
H -5.457 5.462 0.335
H -3.971 6.330 0.811
H -5.562 6.996 1.260
O -2.450 -4.835 2.957
S -3.172 -5.563 3.960
O -2.496 -6.217 5.037
O -4.144 -6.609 3.240
C -3.567 -7.555 2.324
C -2.809 -8.656 3.041
C -4.426 -4.523 4.638
H -2.928 -7.041 1.602
H -4.396 -7.991 1.768
H -1.931 -8.263 3.554
H -2.473 -9.414 2.332
H -3.440 -9.128 3.796
H -4.969 -4.045 3.826
H -3.932 -3.775 5.255
H -5.091 -5.129 5.250
```

Mulliken atomic charge list, values in e, 4 entries:
1 C -0.737
2 C -0.267
3 N 1.011
4 C -0.366